The following is a DFT calculation (wB97M-V/def2-TZVPD) of C11H24O13V2 as an isolated structure in a non-equilibrium geometry.

Values from the calculation:
HOMO = -1.55 eV
Kohn-Sham gap = 2.91 eV
Energy relative to the best compared isomer or geometry (same formula, charge and spin) = 0.0 kJ/mol

Geometry as ORCA input:
```
! RIJCOSX wB97M-V def2-TZVPD def2/J DEFGRID3
* xyz -2 1
O 4.832 -19.059 -37.814
V 6.193 -18.287 -37.330
O 7.385 -18.963 -38.225
O 2.201 -18.663 -38.774
V 1.673 -17.918 -37.487
O 0.120 -17.853 -37.475
C 6.611 -15.727 -38.438
O 6.355 -14.459 -38.468
O 7.275 -16.254 -37.494
O 5.491 -16.387 -38.646
C 5.923 -18.487 -34.664
O 5.639 -17.388 -35.273
O 5.627 -18.748 -33.481
O 6.302 -19.411 -35.503
C 10.683 -21.202 -34.864
C 9.881 -21.885 -35.941
C 9.562 -20.979 -37.115
O 10.733 -22.974 -36.443
H 10.152 -20.321 -34.490
H 11.686 -20.912 -35.164
H 10.668 -21.842 -33.975
H 9.006 -22.424 -35.577
H 8.862 -20.191 -36.843
H 9.078 -21.571 -37.898
H 10.474 -20.586 -37.567
H 10.158 -23.534 -36.972
C 9.378 -19.535 -41.080
C 10.470 -18.725 -41.791
C 11.780 -19.492 -41.714
O 10.184 -18.710 -43.217
H 8.403 -19.442 -41.554
H 9.302 -19.142 -40.065
H 9.641 -20.594 -41.089
H 10.555 -17.717 -41.401
H 12.087 -19.682 -40.675
H 12.664 -18.912 -42.023
H 11.862 -20.398 -42.313
H 10.142 -19.617 -43.527
C 3.992 -20.721 -40.976
C 3.751 -21.938 -40.090
C 5.055 -22.501 -39.520
O 2.996 -21.505 -38.957
H 3.053 -20.259 -41.271
H 4.515 -21.045 -41.887
H 4.694 -20.041 -40.490
H 3.278 -22.741 -40.663
H 5.729 -22.942 -40.265
H 4.854 -23.195 -38.706
H 5.653 -21.685 -39.100
H 3.344 -20.623 -38.759
*
```


The following is a DFT calculation (wB97M-V/def2-TZVPD) of C2H2O4 in the gas phase in a non-equilibrium geometry.

Values from the calculation:
HOMO = -10.85 eV
SMILES string = O=C(O)C(=O)O
Kohn-Sham gap = 10.50 eV
Energy relative to the best compared isomer or geometry (same formula, charge and spin) = 172.9 kJ/mol

Geometry as ORCA input:
```
! RIJCOSX wB97M-V def2-TZVPD def2/J DEFGRID3
* xyz 0 1
O -1.134 1.050 0.878
C -0.324 0.678 -0.017
O 0.386 1.510 -0.787
C 0.204 -0.668 0.278
O 0.042 -0.957 1.497
O 0.302 -1.567 -0.706
H -0.140 2.329 -0.849
H 0.664 -2.374 -0.295
*
```


The following is a DFT calculation (wB97M-V/def2-TZVPD) of C20H23NO2S in the gas phase.

Values from the calculation:
HOMO = -7.62 eV
SMILES string = CCOc1cc(C(=S)N2CCCC2)ccc1OCc1ccccc1
Kohn-Sham gap = 8.15 eV
Energy relative to the best compared isomer or geometry (same formula, charge and spin) = 100.6 kJ/mol

Geometry as ORCA input:
```
! RIJCOSX wB97M-V def2-TZVPD def2/J DEFGRID3
* xyz 0 1
C -2.377 -0.755 2.896
C -1.096 -0.323 2.200
O -1.402 0.791 1.388
C -0.426 1.317 0.584
C 0.896 0.899 0.633
C 1.885 1.484 -0.157
C 3.288 1.073 -0.045
S 4.464 2.227 0.115
N 3.605 -0.226 -0.047
C 2.736 -1.320 -0.435
C 3.690 -2.312 -1.096
C 4.950 -2.156 -0.246
C 4.991 -0.654 0.025
C 1.536 2.526 -1.007
C 0.220 2.923 -1.094
C -0.782 2.334 -0.324
O -2.021 2.853 -0.543
C -3.189 2.241 -0.041
C -3.440 0.840 -0.540
C -4.408 0.065 0.089
C -4.663 -1.224 -0.341
C -3.949 -1.757 -1.402
C -2.993 -0.987 -2.038
C -2.744 0.308 -1.615
H -2.174 -1.602 3.545
H -2.769 0.065 3.493
H -3.122 -1.037 2.157
H -0.336 -0.051 2.946
H -0.709 -1.144 1.580
H 1.187 0.136 1.336
H 2.281 -1.777 0.453
H 1.941 -0.970 -1.095
H 3.891 -2.009 -2.124
H 3.299 -3.327 -1.097
H 4.840 -2.707 0.689
H 5.847 -2.504 -0.751
H 5.572 -0.115 -0.733
H 5.412 -0.400 1.001
H 2.296 3.008 -1.600
H -0.075 3.713 -1.766
H -3.193 2.247 1.055
H -3.994 2.899 -0.392
H -4.962 0.479 0.919
H -5.418 -1.818 0.156
H -4.142 -2.767 -1.733
H -2.438 -1.392 -2.871
H -2.004 0.906 -2.127
*
```